Formula: C12H18Cl18O2
Source: OMol25
Level of theory: ωB97M-V/def2-TZVPD

Results
highest occupied orbital energy = -10.1 eV
Kohn-Sham gap = 0.37728 Eh
SMILES = ClC(Cl)Cl.ClC(Cl)Cl.ClC(Cl)Cl.ClC(Cl)Cl.ClC(Cl)Cl.ClC(Cl)Cl.CC(C)=O.CC(C)=O
LUMO energy = 0.2 eV

Last column: natural (NBO) charge in e.
Positions of all 50 atoms, in Å:
1 Cl 1.189 -4.252 2.344  0.04
2 C 1.640 -4.782 0.724  -0.27
3 Cl 0.159 -5.186 -0.216  -0.02
4 Cl 2.630 -6.223 0.800  0.02
5 H 2.189 -4.075 0.166  0.23
6 Cl -1.144 -1.092 5.979  0.01
7 C 0.465 -0.910 5.253  -0.27
8 Cl 1.203 -2.540 5.228  -0.03
9 Cl 1.497 0.199 6.142  0.02
10 H 0.328 -0.683 4.219  0.26
11 Cl -3.377 -1.389 -2.593  0.05
12 C -2.133 -2.260 -1.790  -0.28
13 Cl -2.315 -1.907 -0.041  0.01
14 Cl -0.469 -2.045 -2.451  0.00
15 H -2.268 -3.293 -2.027  0.22
16 Cl 3.216 -2.761 -2.883  0.03
17 C 4.448 -2.083 -1.856  -0.30
18 Cl 4.486 -2.818 -0.272  0.02
19 Cl 4.238 -0.372 -1.715  0.03
20 H 5.401 -2.207 -2.306  0.23
21 Cl -5.262 4.426 -0.195  0.04
22 C -3.722 3.671 -0.529  -0.30
23 Cl -2.287 4.654 -0.271  0.03
24 Cl -3.730 3.197 -2.251  -0.01
25 H -3.719 2.752 0.090  0.25
26 Cl -4.493 2.384 2.899  -0.04
27 C -3.269 1.334 3.695  -0.30
28 Cl -3.928 -0.266 3.591  0.04
29 Cl -3.030 1.832 5.304  0.06
30 H -2.317 1.468 3.185  0.24
31 C 2.605 2.406 -3.230  -0.73
32 C 1.259 1.675 -3.241  0.62
33 C 0.345 1.899 -4.505  -0.72
34 O 0.829 1.111 -2.271  -0.56
35 H 2.443 3.446 -3.243  0.24
36 H 3.313 2.145 -4.009  0.23
37 H 3.170 2.326 -2.288  0.23
38 H 0.897 2.049 -5.406  0.22
39 H -0.162 2.855 -4.314  0.24
40 H -0.391 1.073 -4.639  0.24
41 C -0.869 1.350 0.623  -0.74
42 C -0.170 0.337 1.444  0.65
43 C 0.974 -0.428 0.803  -0.74
44 O -0.523 -0.018 2.553  -0.62
45 H -1.475 1.915 1.341  0.21
46 H -1.284 0.910 -0.276  0.27
47 H -0.214 2.097 0.200  0.25
48 H 1.779 -0.321 1.412  0.23
49 H 1.232 -0.193 -0.199  0.24
50 H 0.614 -1.406 1.019  0.25

---

Formula: C12H18ClF2O9PS
Source: OMol25
Level of theory: ωB97M-V/def2-TZVPD

Results
highest occupied orbital energy = -9.0 eV
Kohn-Sham gap = 0.34328 Eh
SMILES = CC[C@]1([C@@H](C)F)[C@H](P(O)Cl)OC(=O)[C@@]1(F)CC(=O)O.O=S1(=O)OCCO1
LUMO energy = 0.4 eV

Last column: natural (NBO) charge in e.
Positions of all 44 atoms, in Å:
1 C -0.025 0.161 -0.738  -0.62
2 C -0.199 0.145 0.797  -0.40
3 C 0.626 -0.919 1.553  -0.11
4 C 1.926 -1.370 0.879  0.22
5 C 2.920 -0.272 0.487  -0.66
6 F 2.568 -2.304 1.651  -0.36
7 C -0.076 -2.293 1.906  -0.24
8 P -1.943 -2.517 1.880  1.11
9 O -2.546 -1.376 2.894  -0.97
10 Cl -2.539 -1.972 -0.056  -0.33
11 O 0.293 -2.729 3.191  -0.49
12 C 0.728 -1.635 3.903  0.77
13 O 1.035 -1.750 5.001  -0.51
14 C 0.738 -0.373 3.007  0.28
15 F -0.348 0.327 3.458  -0.33
16 C 1.966 0.412 3.466  -0.57
17 C 2.010 1.852 2.977  0.78
18 O 1.185 2.611 3.220  -0.53
19 O 3.051 2.263 2.209  -0.67
20 H 0.309 -0.782 -1.159  0.20
21 H 0.743 0.891 -0.975  0.21
22 H -0.915 0.487 -1.262  0.24
23 H 0.154 1.108 1.155  0.22
24 H -1.248 0.115 1.047  0.21
25 H 1.640 -1.866 -0.041  0.18
26 H 2.456 0.697 0.407  0.24
27 H 3.393 -0.572 -0.439  0.23
28 H 3.722 -0.290 1.220  0.20
29 H 0.238 -2.958 1.103  0.22
30 H -2.509 -0.488 2.505  0.50
31 H 1.982 0.455 4.548  0.28
32 H 2.867 -0.120 3.167  0.22
33 H 3.676 1.525 2.185  0.48
34 O -0.439 0.911 -3.677  -0.90
35 S -1.833 0.687 -3.776  2.55
36 O -2.563 -0.008 -2.783  -0.89
37 O -2.129 0.018 -5.204  -0.68
38 C -3.050 0.827 -5.945  -0.10
39 C -2.804 2.237 -5.454  -0.10
40 O -2.563 2.089 -4.049  -0.68
41 H -4.064 0.494 -5.712  0.20
42 H -2.871 0.720 -7.011  0.21
43 H -3.652 2.895 -5.625  0.22
44 H -1.910 2.669 -5.910  0.19

---

Formula: C12H18ClNO
Source: OMol25
Level of theory: ωB97M-V/def2-TZVPD

Results
highest occupied orbital energy = -8.9 eV
Kohn-Sham gap = 0.35750 Eh
SMILES = CCCN(CCO)Cc1cccc(Cl)c1
LUMO energy = 0.8 eV

Last column: natural (NBO) charge in e.
Positions of all 33 atoms, in Å:
1 C 2.331 3.088 -0.214  -0.60
2 C 1.050 2.367 -0.616  -0.40
3 C 1.224 0.850 -0.520  -0.21
4 N 0.130 0.126 -1.150  -0.46
5 C 0.470 -1.249 -1.493  -0.25
6 C -0.353 -1.697 -2.706  -0.06
7 O -0.237 -0.772 -3.754  -0.72
8 C -1.151 0.253 -0.455  -0.24
9 C -1.186 -0.384 0.913  -0.05
10 C -0.778 0.317 2.042  -0.21
11 C -0.742 -0.299 3.281  -0.19
12 C -1.114 -1.625 3.418  -0.24
13 C -1.535 -2.318 2.296  -0.04
14 Cl -2.025 -3.972 2.448  0.00
15 C -1.576 -1.712 1.053  -0.19
16 H 2.612 2.828 0.804  0.20
17 H 2.194 4.165 -0.268  0.21
18 H 3.150 2.813 -0.876  0.20
19 H 0.239 2.703 0.032  0.19
20 H 0.787 2.624 -1.644  0.21
21 H 1.368 0.556 0.532  0.17
22 H 2.137 0.588 -1.061  0.20
23 H 1.523 -1.270 -1.782  0.21
24 H 0.334 -1.952 -0.658  0.18
25 H 0.017 -2.656 -3.076  0.18
26 H -1.411 -1.826 -2.431  0.14
27 H -0.229 0.103 -3.340  0.48
28 H -1.375 1.319 -0.374  0.21
29 H -1.916 -0.201 -1.088  0.21
30 H -0.499 1.357 1.956  0.21
31 H -0.424 0.257 4.150  0.22
32 H -1.087 -2.112 4.380  0.23
33 H -1.927 -2.271 0.198  0.22

---

Formula: C12H18F4NO3
Source: OMol25
Level of theory: ωB97M-V/def2-TZVPD

Results
highest occupied orbital energy = -12.0 eV
net charge = +1
Kohn-Sham gap = 0.32275 Eh
LUMO energy = -3.3 eV

Last column: natural (NBO) charge in e.
Positions of all 38 atoms, in Å:
1 F -2.094 -2.131 -3.579  -0.30
2 C -0.888 -1.622 -4.078  0.69
3 F -0.974 -0.832 -5.209  -0.28
4 C 0.284 -1.944 -3.366  0.22
5 F 1.364 -2.590 -4.029  -0.32
6 C 0.380 -1.519 -1.819  -0.49
7 C 1.608 -2.312 -1.194  -0.24
8 N 1.936 -1.921 0.248  -0.37
9 C 3.018 -0.884 0.325  -0.24
10 C 2.532 0.612 0.124  -0.44
11 C 1.521 0.928 1.360  -0.41
12 C 0.315 -0.111 1.219  -0.44
13 C 0.726 -1.639 1.086  -0.26
14 H -0.610 -1.809 -1.343  0.26
15 H 0.478 -0.393 -1.819  0.25
16 H 2.538 -2.333 -1.851  0.26
17 H 1.276 -3.409 -1.119  0.24
18 H 2.355 -2.786 0.642  0.44
19 H 3.760 -1.111 -0.520  0.24
20 H 3.610 -1.048 1.287  0.24
21 H 1.994 0.819 -0.850  0.22
22 H 3.397 1.358 0.188  0.26
23 H 1.170 2.021 1.353  0.29
24 H 2.079 0.665 2.317  0.20
25 H -0.328 0.250 0.338  0.22
26 H -0.348 -0.002 2.137  0.25
27 H -0.194 -2.243 0.780  0.25
28 H 0.975 -2.008 2.144  0.24
29 C -3.731 2.182 0.987  -0.13
30 C -3.819 3.461 1.759  0.44
31 O -2.636 3.448 2.536  -0.47
32 C -1.730 2.741 1.812  0.98
33 O -0.551 2.747 2.020  -0.59
34 O -2.325 2.030 0.815  -0.49
35 F -4.884 3.455 2.592  -0.31
36 H -4.124 1.327 1.544  0.21
37 H -4.242 2.239 0.026  0.22
38 H -3.841 4.361 1.138  0.17

---

Formula: C12H18N
Source: OMol25
Level of theory: ωB97M-V/def2-TZVPD

Results
highest occupied orbital energy (alpha / beta) = -11.9 / -11.6 eV
net charge = +1
Kohn-Sham gap (alpha / beta) = 0.29824 / 0.24888 Eh
LUMO energy (alpha / beta) = -3.8 / -4.9 eV

Last column: natural (NBO) charge in e.
Positions of all 31 atoms, in Å:
1 C -0.791 -3.409 0.348  -0.10
2 C -0.191 -2.809 -0.755  -0.21
3 C -1.251 -2.576 1.363  -0.20
4 C -0.186 -1.458 -0.786  0.06
5 C -1.137 -1.188 1.321  0.26
6 C 3.195 0.271 -0.194  -0.48
7 C 2.465 0.504 0.827  -0.06
8 C -1.405 -0.399 2.577  -0.69
9 C 0.705 2.753 -0.777  -0.61
10 C -1.128 1.515 -2.148  -0.61
11 C -0.289 0.728 0.142  0.10
12 C 0.116 1.383 -1.179  -0.31
13 N -0.574 -0.647 0.179  -0.32
14 H -0.768 -4.404 0.463  0.23
15 H 0.252 -3.355 -1.602  0.26
16 H -1.794 -3.000 2.282  0.25
17 H -0.079 -0.891 -1.674  0.23
18 H 4.280 0.183 -0.209  0.25
19 H 2.633 -0.103 -1.055  0.21
20 H 2.297 1.116 1.614  0.19
21 H -0.968 0.618 2.682  0.25
22 H -2.406 -0.179 2.739  0.26
23 H -1.300 -0.976 3.480  0.26
24 H 0.841 3.372 -1.622  0.23
25 H 1.673 2.823 -0.211  0.24
26 H 0.077 3.230 0.016  0.21
27 H -2.081 1.970 -1.611  0.22
28 H -1.490 0.566 -2.500  0.21
29 H -0.826 2.238 -2.940  0.24
30 H -0.787 1.381 0.866  0.22
31 H 0.918 0.743 -1.636  0.21

---

Formula: C12H18N2
Source: OMol25
Level of theory: ωB97M-V/def2-TZVPD

Results
highest occupied orbital energy = -8.5 eV
Kohn-Sham gap = 0.34692 Eh
SMILES = CCc1cncc([C@H]2CCCN2C)c1
LUMO energy = 0.9 eV

Last column: natural (NBO) charge in e.
Positions of all 32 atoms, in Å:
1 C 3.798 -1.999 -0.022  -0.61
2 C 3.306 -0.728 -0.837  -0.40
3 C 2.286 0.250 -0.167  -0.04
4 C 2.698 1.512 0.168  0.00
5 N 1.946 2.517 0.630  -0.42
6 C 0.628 2.381 0.691  0.03
7 C 0.088 1.089 0.286  -0.07
8 C -1.405 0.903 0.154  -0.04
9 C -1.859 1.022 -1.405  -0.40
10 C -3.289 0.424 -1.128  -0.41
11 C -2.863 -0.921 -0.484  -0.21
12 N -1.733 -0.604 0.529  -0.48
13 C -2.150 -1.046 1.974  -0.40
14 C 0.864 -0.008 0.102  -0.18
15 H 4.525 -2.516 -0.632  0.21
16 H 2.888 -2.518 0.283  0.21
17 H 4.372 -1.543 0.780  0.21
18 H 4.265 -0.036 -0.989  0.20
19 H 3.067 -1.091 -1.855  0.21
20 H 3.815 1.784 0.186  0.19
21 H 0.072 3.179 1.156  0.20
22 H -2.032 1.562 0.794  0.19
23 H -1.971 2.069 -1.780  0.22
24 H -1.198 0.431 -1.949  0.21
25 H -3.833 0.401 -2.002  0.21
26 H -3.748 0.945 -0.229  0.20
27 H -3.760 -1.349 0.087  0.18
28 H -2.487 -1.635 -1.115  0.18
29 H -1.723 -0.430 2.795  0.20
30 H -1.792 -2.053 2.167  0.20
31 H -3.159 -1.090 2.066  0.18
32 H 0.384 -0.902 -0.252  0.24